Entry from the OMol25 dataset: C6H18ClMgO3 as an isolated structure (wB97M-V/def2-TZVPD).

Structure (XYZ):
```
29
Properties=species:S:1:pos:R:3:forces:R:3:nbo_charge:R:1
Mg -7.990 -14.362 -0.028 -0.9 0.2 0.8 1.803
Cl -9.791 -13.820 1.227 1.2 -0.4 -0.9 -0.789
C -12.771 -17.641 0.336 0.0 -0.9 -0.4 -0.638
C -13.417 -16.305 0.060 0.7 -0.2 0.7 -0.079
O -13.186 -15.482 1.269 -1.1 0.1 -1.0 -0.676
H -12.886 -18.284 -0.537 0.2 0.0 -0.2 0.233
H -13.229 -18.228 1.132 -0.3 0.5 0.2 0.240
H -11.715 -17.589 0.604 0.1 0.2 -0.2 0.185
H -14.456 -16.479 -0.218 -0.3 0.5 1.0 0.216
H -13.024 -15.814 -0.830 0.5 0.1 0.1 0.164
H -12.248 -15.276 1.283 0.2 -0.2 0.0 0.451
C -11.641 -11.623 3.277 1.4 0.2 -1.0 -0.640
C -13.150 -11.596 3.197 -1.0 -1.5 0.7 -0.138
O -13.738 -12.533 2.236 0.1 1.1 2.6 -0.157
H -11.299 -10.975 4.084 -0.4 -0.4 0.5 0.281
H -11.120 -11.150 2.445 -0.5 0.0 -0.5 0.226
H -11.214 -12.626 3.315 -0.3 0.0 0.6 0.233
H -13.448 -10.577 2.949 -0.4 0.2 -0.6 0.284
H -13.609 -11.880 4.144 0.1 0.1 -0.1 0.245
H -13.388 -12.266 1.383 0.9 0.3 -2.6 0.514
C -12.480 -10.298 -1.729 -0.8 0.5 -0.3 -0.629
C -11.852 -10.749 -0.474 1.7 1.1 0.3 -0.066
O -12.399 -11.970 -0.059 -0.8 -1.4 0.8 -0.760
H -12.354 -9.232 -1.920 0.2 0.0 0.1 0.244
H -13.553 -10.462 -1.631 0.0 -0.2 -0.6 0.229
H -11.964 -10.867 -2.502 -0.8 0.1 -0.5 0.213
H -11.868 -10.051 0.363 -0.2 0.3 -0.1 0.165
H -10.813 -10.869 -0.782 0.4 -0.2 0.7 0.159
H -11.702 -12.609 0.106 0.1 -0.1 -0.1 0.486
```
Positions in Å, forces in eV/Å.

Summary:
* HOMO energy (spin up / spin down): -16.22 / -15.65 eV
* <S²>: 0.755
* gap between HOMO and LUMO (spin up / spin down): 0.191 / 0.161 Eh
* net charge: +2
* multiplicity: 2
* total energy: -30603.2828 eV
* max |F|: 2.80 eV/A

Entry from the OMol25 dataset: a 10-piece molecular cluster, C54H107N5O22 overall (wB97M-V/def2-TZVPD).

Structure (XYZ):
```
188
Properties=species:S:1:pos:R:3:forces:R:3:mulliken_charge:R:1
C 7.092 -1.585 5.121 1.8 -1.6 -0.3 -1.977
C 7.227 -0.373 5.956 0.5 1.8 0.7 1.509
C 8.795 0.165 5.959 -2.1 -1.1 0.3 -1.816
C 6.382 0.711 5.299 -0.9 0.6 -0.8 -0.978
C 4.876 0.506 5.410 -0.1 1.1 2.2 -0.742
C 4.445 0.395 6.920 -1.3 -1.5 -1.1 -1.181
C 5.265 -0.629 7.783 1.8 0.4 -0.5 1.724
C 5.211 -0.255 9.287 0.0 -0.2 0.0 -1.961
C 4.813 -2.062 7.514 -1.1 -0.7 -0.8 -1.693
N 6.708 -0.476 7.353 1.0 0.8 0.5 0.200
O 7.633 -1.299 8.165 -1.4 0.9 -1.0 -0.464
H 7.964 -1.585 4.466 -0.3 0.1 -0.7 0.469
H 7.358 -2.449 5.730 -0.8 -0.4 0.0 0.433
H 6.185 -1.668 4.522 0.0 -0.2 0.4 0.291
H 9.112 0.214 4.917 -0.2 0.6 0.0 0.459
H 8.818 1.114 6.495 0.1 0.1 -0.3 0.427
H 9.512 -0.516 6.417 -0.4 -0.2 0.3 0.378
H 6.663 1.716 5.614 0.0 0.0 0.3 0.392
H 6.363 0.727 4.210 1.6 -0.2 -0.3 0.295
H 4.423 1.431 5.052 -0.1 0.1 -0.1 0.383
H 4.531 -0.246 4.701 -0.1 -0.5 0.6 0.370
H 3.418 0.031 6.905 -0.2 -0.7 0.0 0.395
H 4.150 1.359 7.335 1.5 0.4 0.4 0.410
H 4.239 -0.500 9.716 -0.2 0.3 -0.2 0.411
H 5.465 0.791 9.455 -0.3 0.2 -0.3 0.422
H 5.915 -0.782 9.931 0.2 -0.5 -0.5 0.388
H 3.725 -2.102 7.451 -0.3 0.0 0.7 0.406
H 5.167 -2.875 8.147 0.1 0.5 0.6 0.340
H 5.030 -2.455 6.521 0.6 0.6 -0.3 0.357
H 8.027 -0.534 8.592 0.5 -0.4 0.5 0.353
C 2.228 -2.927 -2.311 0.6 -2.0 2.8 -1.802
C 1.604 -2.192 -3.381 -1.5 -0.1 -3.3 1.324
C 2.354 -2.672 -4.799 0.6 2.4 1.8 -1.699
C 0.155 -2.662 -3.630 0.2 1.2 0.3 -1.076
C -0.702 -2.188 -2.521 -1.8 -0.3 0.5 -0.530
C -0.741 -0.671 -2.438 0.8 -0.1 1.3 -1.023
C 0.616 -0.061 -2.196 2.0 -0.2 0.9 1.383
C 0.636 1.453 -2.324 0.5 0.8 -1.5 -1.896
C 1.013 -0.206 -0.681 0.4 -1.1 -0.5 -1.604
N 1.595 -0.708 -3.144 -5.8 -2.6 -1.1 0.204
O 2.845 -0.364 -3.053 4.4 2.3 0.2 -0.481
H 1.602 -3.010 -1.422 -0.5 0.2 0.0 0.312
H 2.336 -3.971 -2.607 0.4 -0.1 0.0 0.435
H 3.147 -2.566 -1.849 0.3 0.2 -0.8 0.311
H 1.884 -2.261 -5.693 -0.4 -0.4 0.1 0.375
H 3.330 -2.188 -4.774 0.3 0.1 -0.1 0.500
H 2.648 -3.721 -4.845 -0.9 -0.1 0.1 0.355
H -0.240 -2.057 -4.445 0.4 -0.6 -0.9 0.332
H 0.062 -3.742 -3.747 0.2 0.1 -0.4 0.385
H -1.752 -2.408 -2.712 -0.2 -0.6 -0.2 0.333
H -0.488 -2.783 -1.633 0.2 0.7 0.6 0.360
H -1.280 -0.410 -1.527 -0.6 0.2 -0.3 0.369
H -1.209 -0.228 -3.317 -0.1 -0.1 0.0 0.336
H 1.657 1.798 -2.163 0.0 0.1 0.5 0.416
H -0.059 1.975 -1.666 0.1 -0.3 0.3 0.392
H 0.433 1.868 -3.311 -0.4 -0.5 -0.4 0.425
H 2.032 0.087 -0.430 0.0 0.9 -0.4 0.349
H 1.104 -1.242 -0.355 -1.0 -0.2 0.1 0.313
H 0.272 0.381 -0.138 0.3 -0.3 0.4 0.473
H 2.972 -0.190 -3.989 1.3 0.6 0.1 0.430
C 9.031 -4.761 -10.729 1.1 0.0 0.0 -1.800
C 8.554 -6.223 -10.578 -1.1 -0.8 0.8 1.452
C 9.692 -7.348 -10.426 0.1 1.1 -0.5 -1.577
C 7.610 -6.285 -9.315 0.4 -2.3 0.1 -1.218
C 6.639 -7.583 -9.317 0.2 3.7 -2.3 -0.714
C 5.780 -7.338 -10.650 -0.7 -1.1 5.8 -1.479
C 6.532 -7.364 -11.850 3.0 -0.4 -1.9 1.713
C 7.073 -8.822 -12.116 -1.7 0.4 -1.2 -1.728
C 5.503 -6.837 -12.852 1.2 -0.6 -1.6 -1.888
N 7.738 -6.437 -11.757 -2.3 1.1 1.0 0.309
O 8.574 -6.431 -12.838 0.7 -1.8 -2.0 -0.532
H 8.251 -4.004 -10.646 -0.3 -0.4 0.9 0.363
H 9.898 -4.594 -10.090 -0.3 0.4 0.5 0.405
H 9.406 -4.448 -11.703 0.3 -0.8 -0.4 0.448
H 9.997 -7.526 -9.394 -0.2 0.1 0.1 0.331
H 9.456 -8.301 -10.898 -0.5 0.1 0.2 0.320
H 10.600 -7.066 -10.958 0.0 0.4 0.0 0.409
H 8.272 -6.446 -8.464 0.1 0.6 0.2 0.448
H 7.029 -5.374 -9.172 0.0 -0.1 -0.2 0.360
H 7.203 -8.511 -9.414 -0.2 0.1 0.5 0.325
H 5.951 -7.471 -8.479 0.3 -0.6 0.2 0.398
H 5.178 -6.433 -10.571 0.2 0.2 0.4 0.470
H 5.082 -8.169 -10.539 -0.4 -0.1 -1.0 0.434
H 6.226 -9.477 -12.320 -0.4 0.0 0.1 0.487
H 7.575 -9.319 -11.286 0.4 0.5 -0.2 0.328
H 7.586 -8.839 -13.077 0.7 0.0 0.4 0.368
H 4.604 -7.449 -12.783 0.0 0.0 -0.2 0.361
H 5.958 -6.925 -13.838 -0.4 0.0 -0.4 0.419
H 5.229 -5.788 -12.738 0.2 -0.1 0.5 0.426
H 8.760 -5.544 -13.154 -0.6 0.3 0.3 0.361
C -9.183 5.923 13.415 1.0 -1.0 1.3 -0.714
O -8.916 6.154 12.062 1.0 -2.4 -1.6 -0.296
C -8.324 4.909 11.417 0.7 1.6 -3.4 -0.528
C -7.708 5.381 9.943 -1.0 0.9 1.6 -0.700
N -7.092 4.410 9.042 -0.4 -0.9 1.0 -0.363
C -6.594 5.086 7.861 -0.4 1.0 0.9 -0.590
C -5.964 4.098 6.895 0.3 -1.0 1.5 -0.476
O -5.105 4.737 6.046 -0.1 0.8 -3.3 -0.324
C -4.450 3.907 5.069 1.0 0.8 0.9 -0.746
H -9.651 4.954 13.588 -0.4 -0.1 -0.1 0.295
H -9.732 6.669 13.991 -0.4 0.4 -1.0 0.270
H -8.236 5.874 13.953 0.3 -0.1 0.2 0.294
H -9.024 4.141 11.088 -0.8 0.3 0.7 0.331
H -7.483 4.353 11.832 -0.1 0.7 1.3 0.315
H -6.992 6.184 10.121 0.2 0.3 0.4 0.385
H -8.535 5.881 9.440 -0.1 -0.2 -0.2 0.344
H -6.231 4.117 9.482 0.0 -0.6 0.5 0.279
H -5.971 5.895 8.244 1.3 -0.1 -0.5 0.379
H -7.402 5.744 7.541 -0.4 -0.7 -1.2 0.397
H -6.711 3.376 6.567 -0.6 0.5 -1.2 0.331
H -5.252 3.385 7.310 -0.2 -0.3 1.8 0.269
H -3.609 4.535 4.776 0.1 -0.2 -0.2 0.259
H -4.931 3.562 4.153 -1.0 0.4 0.2 0.288
H -4.038 3.017 5.545 0.0 -0.2 0.3 0.302
C -11.380 12.127 1.505 2.1 -1.2 -0.4 -0.745
O -10.575 11.109 2.265 -2.4 0.6 -0.4 -0.345
C -10.644 9.791 1.673 0.5 1.4 -0.5 -0.268
C -9.921 8.805 2.547 0.1 -2.0 -1.1 -0.584
N -9.557 7.596 1.653 0.1 2.1 -0.2 -0.322
C -8.317 7.803 0.847 -1.2 -1.9 0.4 -0.391
C -8.062 6.495 0.052 0.3 1.0 0.7 -0.584
O -6.768 6.632 -0.489 0.6 0.1 -0.2 -0.315
C -6.595 5.917 -1.685 -1.2 -0.9 0.1 -0.783
H -11.412 13.079 2.034 0.0 -0.4 0.3 0.265
H -12.352 11.851 1.096 -0.3 -0.6 0.9 0.300
H -10.794 12.257 0.595 0.1 0.5 -0.2 0.307
H -10.146 9.901 0.710 0.1 -0.4 -0.3 0.217
H -11.650 9.416 1.483 -0.3 0.3 0.1 0.284
H -10.649 8.459 3.281 0.4 -0.1 0.3 0.340
H -9.066 9.285 3.022 0.2 -0.2 0.1 0.311
H -9.496 6.695 2.106 -0.1 0.3 0.6 0.259
H -7.466 7.901 1.521 0.3 0.6 -0.2 0.259
H -8.427 8.604 0.115 0.1 0.2 0.4 0.200
H -8.816 6.309 -0.713 -0.1 0.2 -0.2 0.370
H -8.087 5.655 0.745 0.0 -0.3 0.1 0.310
H -5.569 5.914 -2.054 -0.2 0.5 0.1 0.249
H -7.367 6.227 -2.389 0.4 0.7 -0.7 0.333
H -6.919 4.885 -1.554 0.4 -0.6 0.3 0.334
O 5.231 9.250 -1.741 -1.7 0.5 0.4 -0.520
C 4.045 9.350 -1.569 0.2 -0.7 -0.1 0.676
O 3.129 8.498 -2.101 -0.3 -0.9 -0.4 -0.321
C 1.831 8.732 -1.556 -0.7 1.2 0.2 -0.283
C 1.962 10.189 -1.104 0.1 -0.3 -0.7 -0.318
O 3.370 10.242 -0.817 0.4 1.1 0.7 -0.335
H 1.016 8.640 -2.275 0.5 -0.2 -0.5 0.290
H 1.550 8.082 -0.728 0.7 -0.3 0.1 0.254
H 1.294 10.516 -0.308 0.7 -0.4 0.6 0.313
H 1.755 10.902 -1.902 0.2 -0.1 -0.4 0.245
O -1.807 -4.777 3.277 -3.2 3.0 2.6 -0.607
C -2.591 -4.049 3.947 2.6 -1.7 -2.0 0.735
O -3.334 -4.452 4.967 0.2 -1.6 0.0 -0.355
C -4.230 -3.445 5.450 0.8 -1.9 0.9 -0.220
C -3.740 -2.226 4.770 0.5 1.3 -1.4 -0.217
O -2.779 -2.722 3.799 -0.1 -0.1 -0.8 -0.321
H -5.221 -3.786 5.148 -0.1 0.5 0.2 0.253
H -4.067 -3.529 6.524 -0.6 0.6 0.1 0.229
H -3.161 -1.452 5.274 -0.4 -0.3 0.7 0.262
H -4.589 -1.760 4.271 0.3 0.2 -0.3 0.241
O -8.097 -2.939 1.975 1.1 -3.1 -3.1 -0.526
C -7.679 -3.803 1.201 0.7 -0.4 1.0 0.643
O -6.385 -3.862 0.659 -1.7 0.6 1.0 -0.315
C -6.221 -5.050 -0.138 0.4 0.2 1.1 -0.272
C -7.347 -5.958 0.354 1.4 0.3 0.8 -0.309
O -8.304 -5.018 0.815 -1.4 2.1 0.1 -0.346
H -6.208 -4.689 -1.167 -0.4 -0.6 -0.2 0.260
H -5.259 -5.487 0.131 0.1 0.1 -0.2 0.254
H -7.156 -6.499 1.281 1.1 -0.1 0.0 0.269
H -7.527 -6.783 -0.336 -1.4 0.7 -0.5 0.342
O 7.282 -8.085 5.193 -1.3 -0.6 -0.8 -0.558
C 6.581 -7.885 4.230 1.4 -0.5 2.4 0.718
O 6.915 -6.990 3.353 0.9 2.2 -1.9 -0.338
C 5.983 -6.898 2.291 -0.7 0.2 0.0 -0.252
C 4.873 -7.836 2.771 0.8 -0.9 -2.6 -0.241
O 5.434 -8.472 3.888 -1.1 -0.3 1.5 -0.343
H 5.543 -5.906 2.192 0.6 0.3 0.1 0.235
H 6.442 -7.191 1.347 0.1 0.0 0.1 0.247
H 4.814 -8.641 2.038 -0.6 0.1 -0.1 0.245
H 3.925 -7.299 2.780 -0.1 -0.4 1.2 0.288
O -1.145 1.676 -7.879 -2.6 -1.3 -1.9 -0.548
C -1.987 1.077 -8.541 4.0 0.5 -0.7 0.711
O -3.098 0.556 -8.146 -1.1 0.6 3.9 -0.304
C -3.665 -0.280 -9.031 -2.8 -1.0 -3.8 -0.342
C -3.041 0.074 -10.405 0.5 -0.2 2.5 -0.263
O -1.823 0.673 -9.855 0.5 0.7 -1.3 -0.356
H -3.610 -1.360 -8.900 0.5 0.2 1.0 0.284
H -4.715 -0.018 -9.165 -0.2 -0.2 0.7 0.284
H -3.684 0.752 -10.965 0.6 0.3 -0.1 0.245
H -2.886 -0.865 -10.938 0.7 0.5 -0.3 0.289
```
Positions in Å, forces in eV/Å.

Summary:
* HOMO energy: -7.89 eV
* gap between HOMO and LUMO: 0.294 Eh
* net charge: 0
* total energy: -110211.9598 eV
* max |F|: 6.41 eV/A
* structure (SMILES): CC1(C)CCCC(C)(C)N1O.CC1(C)CCCC(C)(C)N1O.CC1(C)CCCC(C)(C)N1O.COCCNCCOC.COCCNCCOC.O=C1OCCO1.O=C1OCCO1.O=C1OCCO1.O=C1OCCO1.O=C1OCCO1